Entry 1
{
  "formula": "C2H5NS2",
  "method": "ωB97M-V/def2-TZVPD",
  "e_lumo_ev": [-1.003, -1.003],
  "multiplicity": 1,
  "charge": 0,
  "smiles": "CC=S(=N)=S",
  "e_homo_ev": [-8.692, -8.695],
  "elements": ["C", "C", "S", "N", "S", "H", "H", "H", "H", "H"],
  "xyz": [[-1.40, -0.59, 0.52], [-0.33, -0.33, -0.48], [1.02, 0.61, -0.08], [1.98, 0.65, -1.27], [1.78, 1.05, 1.81], [-2.21, 0.16, 0.52], [-1.33, -0.70, 1.62], [-1.96, -1.52, 0.12], [-0.42, -0.54, -1.58], [2.87, 1.22, -1.17]]
}

***

Entry 2
{
  "formula": "C2H5NS2",
  "method": "ωB97M-V/def2-TZVPD",
  "e_lumo_ev": 0.644,
  "multiplicity": 1,
  "charge": 0,
  "smiles": "CN1S[C@@H]1S",
  "e_homo_ev": -8.665,
  "elements": ["C", "N", "S", "C", "S", "H", "H", "H", "H", "H"],
  "xyz": [[1.46, 0.11, 0.19], [0.04, 0.13, 0.48], [-0.70, 1.62, 0.03], [-0.91, -0.08, -0.50], [-2.28, -1.01, 0.08], [1.79, 1.08, 0.59], [1.86, -0.93, 0.36], [1.76, 0.10, -0.91], [-0.71, -0.35, -1.63], [-2.30, -0.68, 1.31]]
}

***

Unit: kcal/mol. Relative energies: entry 1 31.7; entry 2 0.0.

***

Entry 1
{
  "formula": "C2H5NS2",
  "method": "ωB97M-V/def2-TZVPD",
  "e_lumo_ev": -0.074,
  "multiplicity": 1,
  "charge": 0,
  "smiles": "S=CS.C=N",
  "e_homo_ev": -8.393,
  "elements": ["S", "C", "S", "H", "H", "C", "N", "H", "H", "H"],
  "xyz": [[1.76, 1.65, -0.28], [1.31, 1.58, 1.26], [-0.39, 1.16, 1.69], [1.93, 1.80, 2.08], [-0.61, 0.27, 0.66], [-1.09, -1.60, -0.89], [-0.33, -0.59, -0.96], [-1.21, -1.85, 0.15], [-1.31, -2.15, -1.79], [-0.07, -0.27, -1.91]]
}

***

Entry 2
{
  "formula": "C2H5NS2",
  "method": "ωB97M-V/def2-TZVPD",
  "e_lumo_ev": 0.254,
  "multiplicity": 1,
  "charge": 0,
  "e_homo_ev": -8.290,
  "elements": ["C", "C", "N", "S", "S", "H", "H", "H", "H", "H"],
  "xyz": [[2.18, -0.63, -0.25], [-2.05, 0.50, 0.25], [-0.86, 0.39, -0.05], [1.20, -1.74, -0.96], [1.76, 0.62, 0.77], [3.32, -0.59, -0.36], [-2.17, 0.86, 1.25], [-2.98, 0.12, -0.23], [-0.77, 0.03, -0.93], [0.38, 0.44, 0.51]]
}

***

Unit: kcal/mol. Relative energies: entry 1 0.0; entry 2 5.4.

***

Entry 1
{
  "formula": "C4H8N2",
  "method": "ωB97M-V/def2-TZVPD",
  "e_lumo_ev": [1.113, -1.760],
  "multiplicity": 3,
  "charge": 0,
  "e_homo_ev": [-4.318, -9.423],
  "elements": ["C", "C", "C", "C", "N", "N", "H", "H", "H", "H", "H", "H", "H", "H"],
  "xyz": [[0.12, -0.10, 0.69], [-0.43, -1.20, 0.25], [1.05, 0.63, 1.54], [-1.35, -1.26, -0.94], [0.25, 1.27, 0.49], [0.91, 1.82, -0.63], [-0.25, -2.14, 0.76], [0.78, 0.91, 2.55], [2.11, 0.48, 1.38], [-2.31, -1.69, -0.65], [-0.93, -1.88, -1.72], [-1.53, -0.26, -1.33], [0.22, 2.33, -1.18], [1.34, 1.11, -1.22]]
}

***

Entry 2
{
  "formula": "C4H8N2",
  "method": "ωB97M-V/def2-TZVPD",
  "e_lumo_ev": [1.194, 0.076],
  "multiplicity": 3,
  "charge": 0,
  "e_homo_ev": [-6.737, -10.967],
  "elements": ["C", "C", "C", "C", "N", "N", "H", "H", "H", "H", "H", "H", "H", "H"],
  "xyz": [[-1.74, -0.34, -0.16], [1.46, 0.38, -0.02], [-1.71, 0.81, 0.72], [1.94, -0.81, 0.72], [-1.88, -0.73, -1.30], [1.34, 0.80, -1.18], [-2.71, 0.96, 1.06], [-1.31, 0.55, 1.67], [-1.16, 1.66, 0.23], [2.13, -1.67, -0.02], [1.18, -1.12, 1.55], [2.90, -0.56, 1.12], [-2.02, -0.20, -2.29], [1.60, 0.26, -2.09]]
}

***

Unit: kcal/mol. Relative energies: entry 1 45.8; entry 2 0.0.

***

Entry 1
{
  "formula": "C4H5PS",
  "method": "ωB97M-V/def2-TZVPD",
  "e_lumo_ev": -0.498,
  "multiplicity": 1,
  "charge": 0,
  "e_homo_ev": -8.843,
  "elements": ["C", "C", "C", "C", "P", "S", "H", "H", "H", "H", "H"],
  "xyz": [[1.78, -0.54, -0.08], [0.41, -0.87, -0.27], [1.95, 0.82, -0.07], [-0.32, 0.24, -0.11], [-2.88, 0.53, -0.24], [0.55, 1.73, 0.02], [2.51, -1.31, -0.29], [-0.17, -1.87, -0.18], [2.96, 1.21, 0.20], [-3.28, 0.91, 1.08], [-3.49, -0.84, -0.06]]
}

***

Entry 2
{
  "formula": "C4H5PS",
  "method": "ωB97M-V/def2-TZVPD",
  "e_lumo_ev": -0.845,
  "multiplicity": 1,
  "charge": 0,
  "e_homo_ev": -8.671,
  "elements": ["C", "C", "C", "C", "P", "S", "H", "H", "H", "H", "H"],
  "xyz": [[-0.81, -0.72, 0.44], [-0.16, 0.49, 0.17], [-3.55, -0.97, -0.39], [1.33, 0.87, 0.20], [-2.42, -0.10, 0.31], [-1.26, 1.71, -0.29], [-0.65, -1.70, 0.78], [-4.47, -0.67, -0.87], [1.68, 1.07, -0.88], [1.95, -0.03, 0.59], [1.38, 1.62, 0.96]]
}

***

Unit: kcal/mol. Relative energies: entry 1 0.0; entry 2 12.0.

***

Entry 1
{
  "formula": "C9H11N2S",
  "method": "ωB97M-V/def2-TZVPD",
  "e_lumo_ev": -4.817,
  "multiplicity": 1,
  "charge": 1,
  "smiles": "c1ccc(C[N+]2=NCCS2)cc1",
  "e_homo_ev": -12.891,
  "elements": ["C", "C", "C", "C", "C", "N", "N", "C", "C", "S", "C", "C", "H", "H", "H", "H", "H", "H", "H", "H", "H", "H", "H"],
  "xyz": [[-1.46, -3.27, -0.43], [-2.29, -2.16, -0.51], [-1.89, -0.95, 0.03], [-0.65, -0.86, 0.67], [-0.26, 0.41, 1.34], [0.56, 1.31, 0.32], [1.79, 1.22, 0.32], [2.43, 1.92, -0.72], [1.39, 2.68, -1.58], [-0.23, 2.21, -0.86], [0.19, -1.96, 0.72], [-0.22, -3.17, 0.18], [-1.78, -4.21, -0.84], [-3.25, -2.24, -0.99], [-2.53, -0.09, -0.03], [-1.12, 1.02, 1.62], [0.42, 0.26, 2.17], [2.99, 1.18, -1.31], [3.18, 2.59, -0.28], [1.50, 3.76, -1.51], [1.41, 2.38, -2.63], [1.15, -1.89, 1.21], [0.43, -4.03, 0.24]]
}

***

Entry 2
{
  "formula": "C9H11N2S",
  "method": "ωB97M-V/def2-TZVPD",
  "e_lumo_ev": -3.427,
  "multiplicity": 1,
  "charge": 1,
  "e_homo_ev": -12.643,
  "elements": ["C", "C", "C", "C", "C", "C", "C", "C", "C", "N", "N", "S", "H", "H", "H", "H", "H", "H", "H", "H", "H", "H", "H"],
  "xyz": [[2.91, -1.14, 0.21], [-0.45, 0.28, -0.07], [-0.44, 1.67, -0.08], [1.57, -1.35, 0.17], [1.68, 0.97, 0.10], [-2.73, -0.62, 0.52], [-1.63, -0.60, -0.25], [-1.44, 2.69, -0.40], [0.97, -2.67, 0.01], [0.92, 2.09, 0.06], [0.83, -0.26, 0.04], [3.28, 0.54, 0.39], [3.61, -1.92, 0.08], [-3.44, -1.39, 0.34], [-2.93, 0.09, 1.27], [-1.58, -1.13, -1.20], [-1.05, 3.05, -1.47], [-2.33, 2.16, -0.44], [-1.59, 3.61, 0.22], [1.80, -3.42, 0.38], [0.15, -2.74, 0.66], [0.80, -2.86, -1.05], [1.08, 2.96, 0.51]]
}

***

Unit: kcal/mol. Relative energies: entry 1 0.0; entry 2 2.1.

***

Entry 1
{
  "formula": "C2H2NO4",
  "method": "ωB97M-V/def2-TZVPD",
  "e_lumo_ev": [3.948, 3.953],
  "multiplicity": 1,
  "charge": -1,
  "e_homo_ev": [-2.131, -1.949],
  "elements": ["C", "C", "N", "O", "O", "O", "O", "H", "H"],
  "xyz": [[0.29, 0.10, 0.96], [-0.76, 0.42, -0.05], [2.26, 0.05, -0.59], [1.25, -0.54, -0.91], [1.34, 0.79, 1.12], [-0.74, 1.30, -0.89], [-1.73, -0.65, -0.16], [0.25, -0.76, 1.61], [-2.16, -0.71, -1.08]]
}

***

Entry 2
{
  "formula": "C2H2NO4",
  "method": "ωB97M-V/def2-TZVPD",
  "e_lumo_ev": 4.081,
  "multiplicity": 1,
  "charge": -1,
  "smiles": "O=CNOC(=O)[O-]",
  "e_homo_ev": -4.753,
  "elements": ["O", "C", "N", "O", "C", "O", "O", "H", "H"],
  "xyz": [[-2.72, -0.40, -0.10], [-1.72, 0.31, -0.05], [-0.53, -0.12, 0.23], [0.57, 0.67, 0.20], [1.95, -0.08, -0.05], [1.91, -1.27, -0.01], [2.86, 0.73, -0.11], [-1.95, 1.32, -0.45], [-0.39, -1.15, 0.34]]
}

***

Unit: kcal/mol. Relative energies: entry 1 81.5; entry 2 0.0.